No. 1
Here is CH2BrF2NO2S as an isolated structure in a non-equilibrium geometry from the OMol25 dataset. Energies are from ωB97M-V with the def2-TZVPD basis set.

Cartesian coordinates (Å):
Br: -2.456969 -1.267768 -0.552656
S: 0.124385 0.243758 -0.695001
F: -0.203954 -1.936690 0.881468
F: -1.225346 -0.099611 1.599552
O: -0.811500 1.209454 -1.105122
O: 0.724437 -0.727778 -1.504248
N: 1.341425 0.807333 0.275637
C: -0.995408 -0.658468 0.457044
H: 2.353738 0.798857 -0.111652
H: 1.149194 1.630914 0.754978

Force components x, y, z for each atom (eV/Å):
-0.48 -0.10 0.25
0.69 -0.51 2.53
-1.76 2.86 -1.12
-0.60 0.88 0.36
-0.20 1.86 -0.91
0.55 -0.76 -1.50
1.76 -1.33 -1.85
3.23 -4.22 0.69
-2.66 -0.39 0.64
-0.53 1.71 0.91

Calculated values
DFT total energy   -3416.414180 a.u.
LUMO energy   0.2 eV
Kohn-Sham gap   11.40 eV
Relative energy (zero: lowest compared OMol25 entry of this formula, charge and spin)   114.3 kJ/mol
Net charge   0

***

No. 2
Here is a 2-piece molecular cluster, CH2BrN2O3 overall in a non-equilibrium geometry from the OMol25 dataset. Energies are from ωB97M-V with the def2-TZVPD basis set.

Cartesian coordinates (Å):
Br: -2.349726 0.315372 -0.082156
O: 0.774668 0.624562 -0.253247
O: -5.593259 0.699766 0.113288
O: -5.233479 -1.470951 -0.211811
N: -5.357605 -0.375064 -0.054497
N: 0.198428 -0.544261 0.212767
C: -1.001100 -0.905368 0.372535
H: 0.100528 1.270247 -0.532751
H: 0.957434 -1.183865 0.456251

Force components x, y, z for each atom (eV/Å):
-0.22 1.15 -0.41
0.57 0.50 -0.19
0.15 0.07 -0.05
0.09 0.23 -0.01
-0.10 -0.41 0.09
0.42 0.73 -0.30
-0.41 -1.95 0.73
-0.17 -0.52 0.21
-0.30 0.21 -0.08

Calculated values
DFT total energy   -2947.971810 a.u.
LUMO energy   -7.5 eV
Kohn-Sham gap   5.05 eV
Relative energy (zero: lowest compared OMol25 entry of this formula, charge and spin)   257.3 kJ/mol
Net charge   +1

***

No. 3
Here is a 3-piece molecular cluster, CH2BrNO4 overall in a non-equilibrium geometry from the OMol25 dataset. Energies are from ωB97M-V with the def2-TZVPD basis set.

Cartesian coordinates (Å):
Br: 1.299823 2.374572 3.133516
O: -2.409949 0.896042 -2.673187
O: -0.714038 -0.062868 -1.754915
O: 0.497162 -0.551333 1.905607
O: 1.657400 -2.052135 0.591769
N: -1.812987 -0.110700 -2.688494
C: 1.049688 -1.314147 1.242361
H: 0.595486 1.597967 2.151846
H: -0.162584 -0.777397 -1.908503

Force components x, y, z for each atom (eV/Å):
-0.19 -0.10 -0.28
0.77 -1.22 0.24
-2.22 3.10 0.51
-0.61 0.20 0.30
-0.11 -0.24 -0.23
0.06 0.79 0.12
0.65 -0.14 -0.16
0.22 0.32 0.37
1.44 -2.71 -0.87

Calculated values
DFT total energy   -2968.972678 a.u.
LUMO energy   -0.1 eV
Kohn-Sham gap   10.67 eV
Relative energy (zero: lowest compared OMol25 entry of this formula, charge and spin)   17.0 kJ/mol
SMILES   O=C=O.O=NO.Br
Net charge   0

***

No. 4
Here is a 2-piece molecular cluster, CH2BrNSi overall in a non-equilibrium geometry from the OMol25 dataset. Energies are from ωB97M-V with the def2-TZVPD basis set.

Cartesian coordinates (Å):
Br: -0.937376 -2.332310 -0.373547
Si: -0.180495 -0.333474 -0.888840
N: 1.058681 1.488878 2.416290
C: 0.699478 1.029497 1.420313
H: -1.480827 0.357303 -0.584604
H: 0.840539 -0.209894 -1.989612

Force components x, y, z for each atom (eV/Å):
0.78 0.09 -0.19
-0.62 1.04 2.73
-0.01 0.14 0.12
-0.53 -1.65 -2.44
0.92 0.33 -0.91
-0.55 0.05 0.69

Calculated values
DFT total energy   -2957.476813 a.u.
LUMO energy   -1.9 eV
Kohn-Sham gap   8.72 eV
Relative energy (zero: lowest compared OMol25 entry of this formula, charge and spin)   267.5 kJ/mol
Net charge   0

***

No. 5
Here is an isolated ion of composition CH2BrO3S and charge -1 in a non-equilibrium geometry from the OMol25 dataset. Energies are from ωB97M-V with the def2-TZVPD basis set.

Cartesian coordinates (Å):
Br: -0.523213 2.188063 0.010522
S: 2.321211 0.614071 -0.025922
O: 2.609104 -0.770363 0.511964
O: 2.425769 1.772596 0.797689
O: 2.763490 0.818063 -1.414825
C: 0.141097 0.468168 -0.140255
H: -0.209090 -0.283902 0.621500
H: 0.106018 0.014448 -1.160206

Force components x, y, z for each atom (eV/Å):
-0.86 0.87 0.02
-2.99 -3.53 -1.35
-0.06 2.89 -0.61
0.91 0.68 1.31
-0.30 -0.28 1.05
3.43 -2.52 -0.56
0.35 1.19 -0.63
-0.48 0.71 0.76

Calculated values
DFT total energy   -3237.267981 a.u.
LUMO energy   3.4 eV
Kohn-Sham gap   8.00 eV
Relative energy (zero: lowest compared OMol25 entry of this formula, charge and spin)   81.9 kJ/mol
SMILES   O=S(=O)([O-])CBr
Net charge   -1

***

No. 6
Here is a 2-piece molecular cluster, CH2BrP overall in a non-equilibrium geometry from the OMol25 dataset. Energies are from ωB97M-V with the def2-TZVPD basis set.

Cartesian coordinates (Å):
Br: -2.048621 -0.464387 -1.230223
P: 0.371196 1.499191 2.030663
C: -0.372387 -1.085106 -0.971277
H: 0.437547 -0.756858 -1.592579
H: 1.612266 0.807161 1.763416

Force components x, y, z for each atom (eV/Å):
0.20 0.48 -0.64
0.43 -0.27 -0.13
-0.04 -1.54 1.95
-0.16 1.10 -1.27
-0.44 0.24 0.10

Calculated values
DFT total energy   -2954.406972 a.u.
LUMO energy (alpha / beta)   -1.5 / -1.6 eV
Kohn-Sham gap (alpha / beta)   7.04 / 7.04 eV
Relative energy (zero: lowest compared OMol25 entry of this formula, charge and spin)   609.0 kJ/mol
Net charge   0

***

No. 7
Here is one molecule with the formula CH2Cl2 in a non-equilibrium geometry from the OMol25 dataset. Energies are from ωB97M-V with the def2-TZVPD basis set.

Cartesian coordinates (Å):
Cl: -0.680683 0.237577 4.357158
Cl: 0.244308 1.320719 1.861855
C: 0.449071 1.325343 3.578017
H: 0.237018 2.315033 3.982544
H: 1.487114 1.040961 3.750362

Force components x, y, z for each atom (eV/Å):
-0.09 -0.44 0.35
-0.18 0.17 -1.08
0.40 0.47 0.59
0.19 -0.10 -0.22
-0.31 -0.10 0.36

Calculated values
DFT total energy   -959.678691 a.u.
LUMO energy   1.0 eV
Kohn-Sham gap   12.04 eV
Relative energy (zero: lowest compared OMol25 entry of this formula, charge and spin)   4.7 kJ/mol
SMILES   ClCCl
Net charge   0

***

No. 8
Here is a 2-piece molecular cluster, CH2Cl2FNO2S overall in a non-equilibrium geometry from the OMol25 dataset. Energies are from ωB97M-V with the def2-TZVPD basis set.

Cartesian coordinates (Å):
Cl: 0.379136 1.992483 1.309983
Cl: -2.292012 -0.239933 2.149898
S: 0.028906 -0.767967 -0.015002
F: -1.242224 1.471454 -0.511960
O: 0.842287 -1.263260 1.039112
O: -1.126373 -1.360798 -0.548597
N: 1.095005 -0.115607 -1.088315
C: -0.535615 0.940025 0.463540
H: 1.893806 -0.372330 -0.744979
H: 0.957084 -0.284067 -2.053679

Force components x, y, z for each atom (eV/Å):
0.39 0.43 0.72
1.47 1.24 -1.33
-0.05 2.03 1.31
0.18 -0.29 0.89
-0.21 -0.23 -0.09
0.02 -0.65 -0.90
-5.61 1.02 -1.47
-2.27 -1.80 -0.03
6.33 -1.56 1.89
-0.27 -0.21 -0.98

Calculated values
DFT total energy   -1662.845814 a.u.
LUMO energy (alpha / beta)   -2.2 / -2.3 eV
Kohn-Sham gap (alpha / beta)   7.62 / 7.52 eV
Relative energy (zero: lowest compared OMol25 entry of this formula, charge and spin)   175.8 kJ/mol
Net charge   0

***

- Among the records above, which one has the lowest net charge?
  CH2BrO3S

***

- relative energy (zero: lowest compared OMol25 entry of this formula, charge and spin) of number 2 (CH2BrN2O3)?
  257.3 kJ/mol